(1)
{
  "formula": "C6H41N2O12",
  "method": "wB97M-V/def2-TZVPD",
  "elements": ["N", "C", "C", "N", "C", "C", "C", "C", "H", "H", "H", "H", "H", "H", "H", "H", "H", "H", "H", "H", "H", "H", "H", "H", "H", "H", "H", "O", "H", "H", "O", "H", "H", "O", "H", "H", "O", "H", "H", "O", "H", "H", "O", "H", "H", "O", "H", "H", "O", "H", "H", "O", "H", "H", "O", "H", "H", "O", "H", "H", "O"],
  "coordinates": [[1.0550, -2.0951, -0.3226], [-0.0208, -1.0981, -0.9037], [0.8245, 0.0477, -1.6027], [0.8722, 1.2318, -0.7680], [1.8986, 1.2992, 0.2646], [3.3558, 1.6210, -0.1038], [0.8424, 2.4135, -1.7263], [-0.2963, 2.4707, -2.7488], [0.6573, -3.0373, -0.1470], [1.7329, -2.3856, -1.0414], [1.4188, -1.5709, 0.4599], [-0.6274, -1.6063, -1.6375], [-0.6149, -0.6082, -0.1480], [1.8239, -0.4795, -1.7774], [0.4972, 0.2068, -2.6034], [1.5754, 2.0706, 1.0135], [1.8175, 0.3530, 0.7948], [4.0483, 1.1722, 0.6108], [3.6070, 2.6504, 0.1889], [3.7468, 1.3359, -1.0743], [0.7504, 3.3350, -1.1326], [1.7796, 2.5389, -2.2729], [-0.2969, 3.4465, -3.2185], [-0.0415, 1.7368, -3.5769], [-1.3383, 2.2406, -2.4414], [-1.9184, -0.1567, 2.0061], [-0.4038, -0.2672, 2.3760], [-1.1539, -0.7419, 1.9762], [-4.4187, 0.4219, 3.0402], [-4.5247, -0.5928, 4.2156], [-4.0923, 0.2136, 3.9221], [-2.0451, -2.2275, 1.5089], [-3.0624, -3.4046, 0.7982], [-2.4653, -3.1028, 1.5001], [0.1390, 5.9923, 0.3528], [-1.3479, 5.8388, 0.0025], [-0.4685, 5.5278, -0.2359], [-1.0644, -3.7505, 0.8887], [-0.6509, -5.1560, 1.1649], [-0.3308, -4.3978, 0.6590], [0.1660, -5.0077, -1.2629], [1.2222, -5.0283, -2.3425], [0.8665, -4.4619, -1.6478], [-0.9578, 1.5912, 3.8084], [0.5606, 1.6831, 3.5746], [-0.1431, 1.0805, 3.8574], [2.0768, -2.6422, 2.1286], [3.0774, -2.4834, 3.2692], [3.0158, -2.5338, 2.3095], [-2.2408, 2.5680, 1.1098], [-0.7629, 2.0922, 0.7776], [-1.4912, 2.0591, 1.4242], [-0.5192, 5.8753, -2.2130], [0.6164, 5.7507, -3.2804], [-0.3312, 5.6927, -3.1439], [3.7908, -0.7225, -2.2518], [3.1639, -0.3993, -3.5811], [3.1658, -1.0839, -2.8947], [-3.9515, -3.9569, -1.4156], [-4.1619, -2.4482, -1.2367], [-3.6021, -3.1830, -0.9616]],
  "total_charge": 1,
  "lumo_energy_ev": -2.26
}

=====

(2)
{
  "formula": "C6H41NO13S",
  "method": "wB97M-V/def2-TZVPD",
  "elements": ["C", "N", "C", "C", "C", "S", "C", "C", "H", "H", "H", "H", "H", "H", "H", "H", "H", "H", "H", "H", "H", "H", "H", "H", "H", "O", "H", "H", "O", "H", "H", "O", "H", "H", "O", "H", "H", "O", "H", "H", "O", "H", "H", "O", "H", "H", "O", "H", "H", "O", "H", "H", "O", "H", "H", "O", "H", "H", "O", "H", "H", "O"],
  "coordinates": [[0.0153, 0.1033, -3.3911], [0.1819, -0.5830, -2.0963], [0.2944, -2.0293, -2.0642], [1.1043, -2.4805, -0.7398], [2.3931, -3.2034, -1.1165], [3.8323, -2.0942, -1.0501], [-0.9051, -2.9228, -2.2346], [-1.1734, -0.3477, -4.2951], [0.0116, 1.1773, -3.3581], [0.8664, -0.3218, -3.9421], [-0.2514, -0.1965, -1.2677], [1.0013, -2.1446, -2.9294], [1.1580, -1.5711, -0.1608], [0.2719, -3.0014, -0.2840], [2.5016, -4.0904, -0.4928], [2.2809, -3.5756, -2.1422], [3.2792, -0.9469, -1.4758], [-1.3696, -3.1254, -1.2407], [-1.8620, -2.7171, -2.7409], [-0.5464, -3.8319, -2.7567], [-0.9141, 0.0692, -5.2722], [-2.1264, -0.0822, -3.8329], [-1.1503, -1.4267, -4.4498], [2.3863, -2.1358, 2.5652], [2.4890, -0.6541, 2.1792], [2.1038, -1.4929, 1.9184], [-5.1452, -0.6130, 2.4540], [-4.7216, -1.2390, 1.0678], [-5.3168, -1.3347, 1.8286], [-2.7737, -0.3460, -0.8862], [-2.4566, 0.3985, 0.3036], [-3.0667, -0.3124, 0.0300], [-1.9156, 3.5024, 1.0865], [-1.6467, 4.9624, 1.2446], [-1.2404, 4.1064, 1.4175], [-1.4494, 3.5313, -3.2714], [0.0415, 3.3736, -2.5078], [-0.9240, 3.4339, -2.4950], [-0.4050, 1.5641, 0.3651], [-1.0949, 2.2440, -0.9135], [-1.2404, 1.8010, -0.0629], [2.7388, 1.6569, 3.1118], [4.0299, 1.5455, 2.2192], [3.4405, 1.0696, 2.8192], [-0.7469, 1.1000, 3.0970], [0.4443, 0.0748, 3.5788], [0.1926, 0.9702, 3.2847], [1.7859, 0.1730, 0.5424], [1.4252, 1.5281, 1.1844], [1.4527, 1.0674, 0.3459], [4.5849, 1.7742, -1.7396], [3.2749, 1.4410, -1.0361], [4.1194, 1.8659, -0.8940], [-1.1942, -1.8469, 2.4742], [-1.4052, -3.3270, 2.8583], [-0.8767, -2.5400, 3.0830], [-2.0486, 0.6543, 4.7700], [-2.9842, 1.5448, 3.7298], [-2.3795, 0.8054, 3.8628], [-3.2742, 2.5758, -0.1547], [-4.6370, 3.0981, -0.4785], [-4.0290, 3.0331, 0.2589]],
  "lumo_energy_ev": 0.02
}

=====

(3)
{
  "formula": "C6H41NO14",
  "method": "wB97M-V/def2-TZVPD",
  "elements": ["C", "C", "C", "O", "C", "N", "C", "C", "H", "H", "H", "H", "H", "H", "H", "H", "H", "H", "H", "H", "H", "H", "H", "H", "H", "O", "H", "H", "O", "H", "H", "O", "H", "H", "O", "H", "H", "O", "H", "H", "O", "H", "H", "O", "H", "H", "O", "H", "H", "O", "H", "H", "O", "H", "H", "O", "H", "H", "O", "H", "H", "O"],
  "coordinates": [[-0.0284, 0.3432, -0.6058], [1.4266, 0.8852, -0.6491], [2.1732, -0.0078, -1.6799], [1.7785, -1.3751, -1.6753], [-0.9554, 1.2901, 0.2800], [-2.2970, 0.5990, 0.3609], [-3.0581, 0.9402, 1.5583], [-2.3904, 0.9113, 2.9169], [0.1122, -0.6193, -0.1271], [-0.3752, 0.3582, -1.5932], [1.4564, 1.8953, -1.0005], [1.8925, 0.7819, 0.3345], [1.7251, 0.3369, -2.6394], [3.2650, 0.0832, -1.5335], [2.2136, -1.9836, -1.0622], [-0.5076, 1.3378, 1.2760], [-1.0184, 2.3628, -0.0104], [-2.0858, -0.4190, 0.4183], [-3.6286, 1.9050, 1.3580], [-3.9995, 0.3430, 1.5722], [-1.3915, 0.4677, 2.7410], [-2.8602, 0.2897, 3.6680], [-2.2025, 1.9253, 3.2306], [-2.1769, -2.1150, -2.9212], [-0.7028, -2.7783, -3.1892], [-1.6342, -2.9260, -3.0099], [0.1738, 3.4066, -1.8561], [1.6582, 3.5941, -2.0284], [0.8174, 3.6022, -2.5471], [3.5089, 4.0410, -1.1055], [3.8530, 2.5797, -0.7734], [3.1002, 3.1861, -0.9281], [4.8249, 2.1126, 1.0375], [5.2381, 0.8096, 0.3633], [4.9430, 1.7067, 0.1749], [0.9474, -0.8549, 3.1011], [-0.3127, -1.6277, 3.1366], [0.3818, -1.3725, 2.5114], [-0.4711, -3.5823, -1.2653], [-1.8631, -4.1095, -1.1739], [-1.0489, -4.0297, -0.6409], [1.7410, -2.3175, 1.7475], [1.2279, -1.8938, 0.4952], [2.0376, -2.3241, 0.8318], [-3.5830, -0.0747, -3.1353], [-2.0983, 0.0639, -3.5774], [-2.8539, -0.5461, -3.5751], [0.0407, -4.2286, 3.3485], [-1.4825, -4.0378, 2.6243], [-0.6382, -3.7062, 2.9289], [-4.9802, 1.7254, -2.2769], [-3.8967, 1.8197, -3.4528], [-4.7594, 1.4899, -3.1918], [1.6057, 3.3501, 0.5352], [1.7159, 3.4393, 2.1064], [1.2123, 3.0688, 1.3690], [4.1125, -0.6441, 2.5863], [3.5487, -1.2537, 1.3441], [4.1332, -0.5307, 1.6298], [-1.9196, -2.9245, 0.3073], [-3.2393, -2.5012, 0.4369], [-2.4059, -2.2675, 0.8940]],
  "lumo_energy_ev": -0.05
}

=====

(4)
{
  "formula": "C6H42N2O13",
  "method": "wB97M-V/def2-TZVPD",
  "elements": ["C", "N", "C", "N", "C", "C", "C", "C", "H", "H", "H", "H", "H", "H", "H", "H", "H", "H", "H", "H", "H", "H", "H", "H", "H", "H", "O", "H", "H", "O", "H", "H", "O", "H", "H", "O", "H", "H", "O", "H", "H", "O", "H", "H", "O", "H", "H", "O", "H", "H", "O", "H", "H", "O", "H", "H", "O", "H", "H", "O", "H", "H", "O"],
  "coordinates": [[-0.9083, -3.0243, -0.9669], [0.1553, -3.4217, -1.8387], [0.2474, -2.5771, -3.0664], [0.7655, -1.2172, -2.8980], [-0.5698, -2.9804, 0.5426], [0.4704, -1.9044, 1.0188], [-0.2100, -0.5548, 1.0523], [1.1207, -2.3251, 2.3204], [-1.7984, -3.8105, -1.1360], [-1.5887, -2.2792, -1.3709], [1.0864, -3.4784, -1.2936], [-0.9108, -2.6024, -3.4354], [0.9449, -3.0935, -3.9193], [0.3638, -0.6236, -2.2069], [0.8635, -0.8355, -3.8244], [-0.1797, -3.8957, 0.6253], [-1.6478, -2.7503, 1.1257], [1.2605, -1.8176, 0.3177], [-0.7298, -0.5885, 2.1070], [0.5048, 0.3013, 0.8066], [-1.1324, -0.5141, 0.3220], [1.9620, -1.7134, 2.5187], [1.6645, -3.3202, 2.4249], [0.3275, -2.1536, 3.0390], [-0.2305, 3.0028, 2.3838], [-1.8958, 2.9355, 2.4723], [-1.1109, 3.0704, 2.8971], [-3.3180, 1.5733, 0.2200], [-2.7271, 1.9006, 1.5746], [-3.3923, 2.2379, 0.9934], [1.0984, 3.4018, 0.5031], [1.6124, 2.6440, 1.6229], [0.8044, 2.5756, 0.9636], [0.0788, 1.7684, -2.1353], [-0.6114, 3.0342, -2.3966], [0.2801, 2.6165, -2.5363], [-4.7508, -1.0422, 1.9371], [-3.8979, 0.1735, 2.3642], [-4.1756, -0.3247, 1.6255], [-2.0985, 0.3564, -3.0017], [-2.7920, 1.0605, -1.9042], [-1.8871, 0.9921, -2.2756], [-1.0874, 0.0137, 5.0506], [-0.9954, 1.3406, 4.2899], [-1.5438, 0.7664, 4.7768], [3.0836, 0.9408, -2.3849], [2.0334, 1.9933, -2.8603], [2.6897, 1.3824, -3.2414], [3.2891, 1.9937, 1.8143], [3.2854, 1.5290, 3.2163], [2.7296, 1.9872, 2.5972], [3.4948, -0.6970, 0.3791], [4.9224, -0.2381, -0.0395], [4.1611, -0.0256, 0.4939], [2.8194, -1.1342, -2.5209], [2.1486, -0.2267, -1.7168], [3.0256, -0.6856, -1.6982], [1.4566, 3.8448, -1.5340], [2.7105, 4.2524, -0.8199], [1.7349, 4.4556, -0.8960], [-4.2634, -1.4247, -0.3097], [-4.6437, -0.0294, -1.0747], [-4.0985, -0.8349, -1.0945]],
  "lumo_energy_ev": -0.08
}

=====

Which highest occupied orbital energy belongs to each record? In order, -11.53, -8.40, -8.26, -8.85 eV.
Which E_tot belongs to each record? In order, -1265.3184, -1684.1912, -1361.2355, -1341.2562 hartree.